A structure of composition C2H3O2Pt in a non-equilibrium geometry, computed with wB97M-V/def2-TZVPD.

The geometry in XYZ format:
```
8
Properties=species:S:1:pos:R:3:forces:R:3
C -0.778 0.001 0.763 0.686 -0.654 1.783
C -1.779 0.419 0.072 -3.071 1.677 -2.957
O -2.570 0.888 -0.688 1.566 -1.130 1.865
H -0.792 -0.634 1.644 0.060 -0.016 -0.376
Pt 0.740 1.162 0.228 -2.605 5.527 2.953
O 1.555 -0.277 -0.632 2.840 -6.194 -3.348
H 1.110 -1.161 -0.710 0.510 0.874 -0.002
H 2.514 -0.398 -0.676 0.014 -0.085 0.082
```
Positions in Å, forces in eV/Å.

The max |F| comes out at 7.6 eV Å⁻¹. The calculation puts the LUMO energy (spin up / spin down) at -0.051 / -2.099 eV. As for the total charge: 0. The multiplicity is 4. Its frontier orbital gap (spin up / spin down) is 6.02 / 7.11 eV. The HOMO energy (spin up / spin down) is -6.07 / -9.21 eV.

***

An isolated molecule of C2H3O3PS in a non-equilibrium geometry, computed with wB97M-V/def2-TZVPD.

The geometry in XYZ format:
```
10
Properties=species:S:1:pos:R:3:forces:R:3
C -0.165 0.095 1.729 1.327 -3.068 -1.592
C -0.029 0.804 0.655 -0.203 -0.037 -3.681
O 1.735 0.883 -1.765 -5.405 -2.862 3.576
O -0.865 -0.001 -1.866 1.192 0.967 0.902
O 0.624 -1.515 -0.895 -0.872 2.338 -0.216
P 0.486 0.173 -0.995 5.885 2.767 -2.509
S -0.840 -1.732 -1.711 -1.094 -3.140 -0.582
H -0.457 0.526 2.567 -1.729 1.967 3.739
H 0.034 -0.977 1.830 0.425 0.417 -0.369
H -0.522 1.743 0.451 0.473 0.652 0.732
```
Positions in Å, forces in eV/Å.

The max |F| comes out at 7.1 eV Å⁻¹. The calculation puts the LUMO energy (spin up / spin down) at 0.379 / -2.578 eV. As for the total charge: 0. The multiplicity is 3. Its frontier orbital gap (spin up / spin down) is 8.00 / 7.98 eV. The HOMO energy (spin up / spin down) is -7.62 / -10.55 eV.

***

A structure of composition C2H3O3Pd in a non-equilibrium geometry, computed with wB97M-V/def2-TZVPD.

The geometry in XYZ format:
```
9
Properties=species:S:1:pos:R:3:forces:R:3
O -1.310 1.687 0.110 -1.954 -2.242 0.016
C -2.119 0.771 0.047 1.389 3.012 0.590
C -1.748 -0.625 0.010 -0.136 -1.773 -1.529
O -0.521 -0.969 0.162 -12.241 -10.977 -0.741
H 2.770 0.856 -0.127 0.476 0.220 -0.351
H -2.477 -1.337 -0.402 0.466 0.004 0.430
Pd 0.559 0.203 0.276 -5.516 13.396 4.726
O 2.163 0.114 -0.024 16.933 -1.647 -3.239
H 2.682 -0.699 -0.052 0.581 0.008 0.098
```
Positions in Å, forces in eV/Å.

The max |F| comes out at 17.3 eV Å⁻¹. The calculation puts the LUMO energy (spin up / spin down) at -6.757 / -6.474 eV. As for the total charge: +1. The multiplicity is 3. Its frontier orbital gap (spin up / spin down) is 7.25 / 7.95 eV. The HOMO energy (spin up / spin down) is -14.01 / -14.42 eV.